Here is a cluster of 2 separate species, C6H12N2 in total from OMol25. Energies are from ωB97M-V with the def2-TZVPD basis set.

Geometry as XYZ:
```
20
C6H12N2 (ωB97M-V with the def2-TZVPD basis set)
C -0.01 1.42 1.96
C -0.57 1.65 0.58
C -1.89 1.79 0.30
N -1.94 2.12 -1.05
C -0.67 2.06 -1.51
N 0.15 1.69 -0.57
H 0.80 0.70 2.00
H -0.82 1.14 2.62
H 0.53 2.36 2.11
H -2.83 1.90 0.82
H -2.78 2.41 -1.52
H -0.50 2.21 -2.56
C 1.00 -2.90 0.30
C 1.64 -2.45 -1.02
H 0.28 -3.67 0.04
H 1.78 -3.28 0.95
H 0.49 -2.05 0.76
H 2.37 -3.16 -1.39
H 0.90 -2.48 -1.82
H 2.07 -1.45 -1.01
```

Output
Highest occupied orbital energy (eV): -8.60
Structure (SMILES): Cc1c[nH]cn1.CC
ΔE to the lowest compared entry with this formula, charge and spin (kcal/mol): 9.8
Max |F| (Eh/bohr): 0.037
Orbital gap (eV): 9.490

=====

Here is a cluster of 8 separate species, C39H96BO7 in total from OMol25. Energies are from ωB97M-V with the def2-TZVPD basis set.

Geometry as XYZ:
```
143
C39H96BO7 (ωB97M-V with the def2-TZVPD basis set)
B 6.20 -0.61 -0.03
C 7.12 0.70 0.40
C 6.39 1.78 1.23
C 6.79 3.24 0.91
C 5.92 3.86 -0.20
C 6.69 4.23 -1.47
C 5.82 4.86 -2.56
C 4.79 3.88 -3.17
C 3.37 3.96 -2.58
C 2.27 3.48 -3.54
C 1.76 2.08 -3.22
C 1.05 1.83 -1.86
C 0.60 3.02 -0.97
C -0.74 2.68 -0.26
C -0.82 2.84 1.26
C -0.92 4.26 1.85
C 0.37 5.08 2.02
C 0.45 6.35 1.15
C 1.88 6.71 0.74
H 6.31 -0.82 -1.26
H 4.99 -0.39 0.17
H 6.53 -1.65 0.56
H 7.99 0.37 0.98
H 7.52 1.19 -0.50
H 6.56 1.60 2.30
H 5.32 1.66 1.06
H 7.83 3.24 0.57
H 6.74 3.85 1.82
H 5.15 3.13 -0.46
H 5.39 4.75 0.16
H 7.15 3.33 -1.89
H 7.50 4.92 -1.22
H 6.46 5.24 -3.36
H 5.29 5.73 -2.14
H 4.73 4.05 -4.25
H 5.17 2.86 -3.02
H 3.18 5.00 -2.31
H 3.33 3.37 -1.67
H 2.67 3.46 -4.55
H 1.44 4.20 -3.57
H 2.62 1.41 -3.28
H 1.08 1.76 -4.02
H 0.17 1.23 -2.07
H 1.70 1.20 -1.25
H 0.48 3.94 -1.54
H 1.37 3.20 -0.21
H -0.98 1.64 -0.47
H -1.54 3.27 -0.71
H -1.74 2.34 1.56
H 0.00 2.29 1.74
H -1.36 4.13 2.84
H -1.66 4.83 1.27
H 0.40 5.41 3.07
H 1.26 4.47 1.88
H -0.16 6.21 0.25
H 0.02 7.19 1.70
H 2.43 7.13 1.59
H 1.89 7.44 -0.08
H 2.41 5.82 0.42
C -4.35 0.89 1.12
C -3.93 -0.31 0.29
C -4.39 -1.61 0.91
O -2.51 -0.32 0.10
H -3.91 0.84 2.12
H -4.03 1.82 0.65
H -5.44 0.92 1.23
H -4.35 -0.21 -0.71
H -3.95 -1.74 1.90
H -4.09 -2.46 0.30
H -5.48 -1.64 1.03
H -2.10 -0.40 0.97
C -2.53 -3.71 6.43
C -2.94 -3.08 5.11
C -2.52 -3.93 3.92
O -2.42 -1.76 4.99
H -1.44 -3.81 6.47
H -2.85 -3.09 7.26
H -2.96 -4.70 6.55
H -4.03 -2.95 5.09
H -1.44 -4.03 3.88
H -2.84 -3.46 2.98
H -2.96 -4.93 3.96
H -1.46 -1.81 4.99
C 4.89 -3.79 -2.15
C 4.24 -4.46 -0.94
C 2.92 -5.13 -1.31
O 4.07 -3.52 0.10
H 4.24 -3.01 -2.54
H 5.82 -3.31 -1.85
H 5.09 -4.52 -2.95
H 4.92 -5.21 -0.53
H 2.21 -4.39 -1.68
H 2.48 -5.60 -0.43
H 3.06 -5.89 -2.08
H 3.53 -2.79 -0.23
C -8.00 1.05 -2.31
C -7.58 2.06 -1.25
C -8.28 3.39 -1.43
O -6.16 2.22 -1.25
H -7.74 1.42 -3.31
H -7.49 0.10 -2.16
H -9.08 0.88 -2.29
H -7.81 1.65 -0.26
H -8.02 3.83 -2.40
H -7.96 4.09 -0.65
H -9.36 3.28 -1.38
H -5.90 2.57 -2.10
C 12.31 -2.07 0.54
C 10.89 -1.55 0.76
C 9.93 -2.06 -0.31
O 10.89 -0.13 0.84
H 12.69 -1.71 -0.42
H 12.98 -1.71 1.32
H 12.33 -3.16 0.53
H 10.54 -1.88 1.74
H 10.26 -1.71 -1.29
H 8.92 -1.70 -0.14
H 9.92 -3.15 -0.32
H 11.14 0.21 -0.03
C -9.19 -3.93 1.73
C -7.75 -3.45 1.73
C -6.83 -4.43 2.43
O -7.63 -2.15 2.31
H -9.57 -4.02 2.75
H -9.83 -3.22 1.20
H -9.27 -4.89 1.23
H -7.42 -3.32 0.70
H -7.12 -4.54 3.48
H -5.80 -4.07 2.41
H -6.87 -5.42 1.96
H -7.91 -2.20 3.23
C -8.95 -5.00 -3.72
C -8.29 -4.71 -2.37
C -6.86 -5.23 -2.32
O -9.07 -5.25 -1.30
H -8.99 -6.08 -3.89
H -9.97 -4.61 -3.73
H -8.39 -4.55 -4.53
H -8.30 -3.63 -2.20
H -6.85 -6.31 -2.45
H -6.41 -5.00 -1.35
H -6.25 -4.78 -3.10
H -9.10 -6.21 -1.42
```

Output
Highest occupied orbital energy (eV): -4.56
Max |F| (Eh/bohr): 0.011
Net charge: -1
Orbital gap (eV): 6.234

=====

Here is an isolated molecule of C22H22FN3O5S3 from OMol25. Energies are from ωB97M-V with the def2-TZVPD basis set.

Geometry as XYZ:
```
56
C22H22FN3O5S3 (ωB97M-V with the def2-TZVPD basis set)
O 0.48 1.85 -1.50
C -0.62 2.18 -1.10
N -0.81 3.32 -0.38
C 0.30 4.10 0.09
C 0.83 3.59 1.44
N 1.30 2.23 1.30
C 0.43 1.18 1.44
O -0.71 1.25 1.80
S 1.26 -0.33 1.02
C 2.72 0.51 0.59
C 3.85 0.02 0.03
C 4.17 -1.35 -0.31
C 4.95 -1.59 -1.45
C 5.26 -2.87 -1.85
C 4.82 -3.96 -1.11
C 4.08 -3.75 0.05
C 3.77 -2.46 0.43
F 3.11 -2.30 1.60
C 2.56 1.96 0.81
O 3.40 2.81 0.63
C -1.88 1.38 -1.45
C -1.49 -0.09 -1.60
C -2.69 -0.91 -2.08
N -3.84 -0.73 -1.23
S -4.15 -1.89 -0.09
O -5.38 -1.53 0.55
O -4.04 -3.16 -0.75
C -2.88 -1.83 1.14
C -2.86 -1.12 2.29
C -1.69 -1.36 3.05
C -0.86 -2.26 2.46
S -1.49 -2.83 0.96
C -4.21 0.63 -0.95
C -3.04 1.49 -0.46
H -1.70 3.46 0.08
H 1.10 4.01 -0.66
H 0.00 5.14 0.18
H 0.04 3.60 2.19
H 1.68 4.20 1.76
H 4.59 0.77 -0.24
H 5.28 -0.74 -2.03
H 5.84 -3.03 -2.74
H 5.06 -4.96 -1.42
H 3.75 -4.58 0.66
H -2.21 1.76 -2.43
H -1.16 -0.47 -0.64
H -0.67 -0.19 -2.31
H -2.47 -1.97 -2.10
H -2.97 -0.59 -3.10
H -3.65 -0.45 2.58
H -1.48 -0.88 3.99
H 0.09 -2.61 2.80
H -5.01 0.59 -0.21
H -4.62 1.06 -1.88
H -2.71 1.16 0.52
H -3.41 2.52 -0.39
```

Output
Highest occupied orbital energy (eV): -8.78
Structure (SMILES): O=C(NCCN1C(=O)S/C(=C\c2ccccc2F)C1=O)C1CCN(S(=O)(=O)c2cccs2)CC1
ΔE to the lowest compared entry with this formula, charge and spin (kcal/mol): 0.0
Max |F| (Eh/bohr): 0.021
Orbital gap (eV): 8.308

=====

Here is a structure of composition C38H28AsCl2N4O4Rh from OMol25. Energies are from ωB97M-V with the def2-TZVPD basis set.

Geometry as XYZ:
```
78
C38H28AsCl2N4O4Rh (ωB97M-V with the def2-TZVPD basis set)
Rh -0.41 -1.28 0.26
Cl -0.14 -7.58 -2.39
C -0.57 -5.93 -2.12
C -0.22 -5.34 -0.91
C -0.56 -4.01 -0.68
N -0.26 -3.26 0.47
C 0.52 -3.70 1.48
O 0.91 -4.84 1.70
C 0.92 -2.59 2.43
C 1.86 -2.84 3.41
C 2.20 -1.82 4.29
C 1.55 -0.60 4.18
C 0.63 -0.43 3.16
N 0.33 -1.39 2.29
C -1.23 -3.28 -1.69
C -1.59 -3.88 -2.88
C -1.26 -5.21 -3.09
Cl -1.71 -5.94 -4.60
N -1.57 -2.00 -1.27
C -2.66 -1.31 -1.64
O -3.35 -1.44 -2.64
C -3.11 -0.46 -0.48
C -4.26 0.30 -0.54
C -4.68 0.98 0.59
C -3.92 0.87 1.75
C -2.76 0.11 1.73
N -2.37 -0.55 0.64
H 0.29 -5.92 -0.17
H 2.30 -3.83 3.45
H 2.95 -1.98 5.05
H 1.76 0.22 4.85
H 0.11 0.51 3.04
H -2.13 -3.32 -3.63
H -4.80 0.32 -1.48
H -5.58 1.58 0.58
H -4.20 1.37 2.67
H -2.15 0.00 2.61
C 3.17 -1.80 -1.95
C 1.79 -1.35 -1.52
O 1.02 -0.82 -2.31
O 1.53 -1.58 -0.27
H 3.35 -1.49 -2.98
H 3.22 -2.89 -1.88
H 3.92 -1.39 -1.29
C 4.75 1.82 -1.17
C 3.76 2.34 -1.99
C 2.42 2.17 -1.66
C 2.07 1.48 -0.50
C 3.07 0.93 0.30
C 4.41 1.11 -0.03
As 0.22 1.22 -0.01
C -0.77 2.16 -1.38
C -1.32 1.40 -2.41
C -2.04 2.02 -3.42
C -2.20 3.40 -3.42
C -1.62 4.16 -2.41
C -0.91 3.55 -1.39
C 0.05 2.49 1.47
C 1.12 2.80 2.31
C 0.95 3.65 3.39
C -0.29 4.22 3.64
C -1.36 3.94 2.80
C -1.19 3.08 1.72
H 5.79 1.95 -1.43
H 4.02 2.87 -2.89
H 1.65 2.57 -2.30
H 2.81 0.32 1.16
H 5.18 0.68 0.60
H -1.15 0.33 -2.44
H -2.47 1.42 -4.21
H -2.76 3.88 -4.21
H -1.73 5.24 -2.41
H -0.46 4.15 -0.61
H 2.10 2.38 2.12
H 1.79 3.88 4.03
H -0.42 4.89 4.48
H -2.32 4.39 2.97
H -2.02 2.89 1.06
```

Output
Highest occupied orbital energy (eV): -7.19
ΔE to the lowest compared entry with this formula, charge and spin (kcal/mol): 0.0
Max |F| (Eh/bohr): 0.028
Orbital gap (eV): 6.763

=====

Here is the ion C2H3N2OS with charge -1 from OMol25. Energies are from ωB97M-V with the def2-TZVPD basis set.

Geometry as XYZ:
```
9
C2H3N2OS (ωB97M-V with the def2-TZVPD basis set)
C -1.00 -0.16 0.74
C 0.30 0.17 0.69
N -1.02 -0.34 -1.96
N 1.12 0.12 -0.40
O 2.40 0.35 -0.26
S 0.44 -0.10 -1.98
H -1.51 -0.03 1.68
H 0.82 0.51 1.59
H -1.56 -0.51 -0.10
```

Output
Highest occupied orbital energy (alpha / beta) (eV): -2.08 / -2.58
ΔE to the lowest compared entry with this formula, charge and spin (kcal/mol): 77.0
Max |F| (Eh/bohr): 0.024
Net charge: -1
Orbital gap (alpha / beta) (eV): 6.243 / 6.762

=====

Here is a structure of composition C5H13ClI2N2NdO2P from OMol25. Energies are from ωB97M-V with the def2-TZVPD basis set.

Geometry as XYZ:
```
27
C5H13ClI2N2NdO2P (ωB97M-V with the def2-TZVPD basis set)
I 5.02 1.06 -0.88
I 3.43 -1.70 -0.60
Nd 0.56 -0.86 0.31
P -0.67 -0.02 -2.39
C 0.52 0.03 -3.96
C -1.75 -1.40 -2.87
H -2.37 1.48 -1.91
H -2.24 1.37 -3.65
H -1.07 2.32 -2.75
C -1.68 1.44 -2.73
H -2.45 -1.45 -2.07
H -2.27 -1.21 -3.79
H -0.07 0.00 -4.87
H 1.16 -0.86 -3.85
H -1.19 -2.31 -2.95
H 1.07 0.97 -3.86
C 1.72 0.47 -1.33
O 2.26 1.11 -2.37
Cl -1.98 -0.12 0.36
N 0.33 -1.13 4.60
C 0.52 -0.11 3.71
N 0.29 1.13 4.28
O 0.84 -0.29 2.43
H -0.03 -0.90 5.62
H 0.02 -2.05 4.18
H 0.06 1.90 3.64
H -0.02 1.13 5.28
```

Output
⟨S²⟩: 4.14
Highest occupied orbital energy (alpha / beta) (eV): -15.42 / -15.39
ΔE to the lowest compared entry with this formula, charge and spin (kcal/mol): 91.6
2S+1: 4
Max |F| (Eh/bohr): 0.261
Net charge: +2
Orbital gap (alpha / beta) (eV): 5.243 / 5.132

=====

- What is the max |F| in the fourth record?
  0.028 Eh/bohr